Molecular formula: C6H6N2O4
Method: DFT, wB97M-V/def2-TZVPD

Cartesian coordinates (Å):
O (0.448, -1.169, 0.061)
O (1.776, 0.542, -0.401)
O (0.811, 4.397, -0.665)
O (4.039, -1.333, 0.128)
N (0.108, 2.242, -0.406)
N (2.739, -1.734, 0.176)
C (-2.430, -1.315, 0.774)
C (0.469, 0.915, -0.337)
C (1.766, -0.891, 0.016)
C (0.672, 3.279, -0.600)
C (-1.924, -0.142, -0.133)
C (-0.453, -0.076, -0.138)
H (-2.238, -1.070, 1.776)
H (-2.332, -0.336, -1.217)
H (-3.470, -1.393, 0.540)
H (4.264, -0.461, -0.087)
H (-2.469, 0.737, 0.110)
H (-1.776, -2.191, 0.403)

The value obtained for the LUMO energy is 0.2 eV. Its SMILES is CCc1o/c(=N/O)oc1N=C=O. As for the HOMO-LUMO gap: 8.392 eV. The calculation puts the relative energy (zero: lowest compared OMol25 entry of this formula, charge and spin) at 312.3 kJ/mol. Its highest occupied orbital energy is -8.154 eV. Its multiplicity is 1.

Atom charges from the natural (NBO) analysis, given in e for atoms 1 to 2: -0.47, -0.50

=====

Molecular formula: C5H7LuO4
Method: DFT, wB97M-V/def2-TZVPD

Cartesian coordinates (Å):
Lu (2.916, 1.500, 0.167)
O (-4.380, 0.673, 0.783)
O (1.181, 0.347, -0.804)
O (2.576, -0.784, 0.522)
O (0.646, -1.782, -0.234)
C (1.656, -0.897, -0.451)
C (-2.926, 0.087, -1.174)
C (-0.559, -1.117, 0.160)
C (-3.747, 0.400, -0.126)
C (-0.721, 0.066, -0.795)
H (2.341, -1.335, -1.286)
H (-1.359, -1.857, 0.062)
H (-3.015, 0.816, -1.988)
H (-0.672, -0.235, -1.848)
H (-3.103, -0.927, -1.554)
H (-0.857, 1.015, -0.265)
H (-0.441, -0.778, 1.198)

The value obtained for the LUMO energy (alpha / beta) is -14.3 / -16.0 eV. Its expectation value of S² is 0.77. As for the HOMO-LUMO gap (alpha / beta): 6.576 / 4.805 eV. The calculation puts the relative energy (zero: lowest compared OMol25 entry of this formula, charge and spin) at 391.4 kJ/mol. Its highest occupied orbital energy (alpha / beta) is -20.878 / -20.786 eV. Its multiplicity is 2. Its net charge is +3.

Atom charges from the natural (NBO) analysis, given in e for atoms 1 to 2: 2.55, -0.11